# 1
Molecular formula: C6H7N
Method: DFT, ωB97M-V/def2-TZVPD

Each line ends with the Löwdin charge.
Atoms and positions in Å:
C: 0.03 1.54 0.02  -0.057
C: 0.20 0.02 0.11  -0.406
C: -1.01 -0.83 -0.32  -0.145
C: -2.09 -0.63 0.66  -0.232
N: -2.90 -0.48 1.47  0.148
C: 1.49 -0.48 -0.40  -0.105
C: 2.61 -0.92 -0.27  0.120
H: -0.25 1.89 -0.98  0.084
H: -0.76 1.83 0.72  0.079
H: 0.96 2.03 0.32  0.086
H: 0.29 -0.20 1.19  0.143
H: -1.38 -0.59 -1.32  0.126
H: -0.75 -1.90 -0.30  0.128
H: 3.57 -1.31 -0.02  0.031

Values from the calculation:
Frontier orbital gap, Ha: 0.4063
Charge: 0
Calculated total energy, eV: -7823.0998

# 2
Molecular formula: C26H74N10O8
Method: DFT, ωB97M-V/def2-TZVPD

Each line ends with the Löwdin charge.
Atoms and positions in Å:
C: 20.24 10.82 -10.50  -0.801
O: 21.42 10.70 -10.66  0.062
N: 19.36 10.20 -11.31  0.158
N: 19.63 11.56 -9.69  0.204
H: 18.47 9.84 -10.98  0.097
H: 19.73 9.75 -12.13  0.101
H: 18.62 11.53 -9.67  0.108
H: 20.26 11.78 -8.93  0.102
C: 17.53 14.83 -7.80  -0.818
O: 18.40 15.37 -7.17  0.039
N: 16.73 15.51 -8.53  0.178
N: 17.38 13.53 -7.87  0.193
H: 17.10 16.45 -8.66  0.125
H: 16.26 15.06 -9.30  0.101
H: 16.70 13.13 -8.51  0.039
H: 18.01 13.02 -7.27  0.099
C: 17.72 5.92 -14.84  -0.062
C: 16.91 5.85 -13.52  -0.393
C: 16.30 7.21 -13.10  -0.158
O: 17.38 8.19 -12.89  -0.198
C: 17.18 9.38 -13.67  -0.116
N: 15.90 4.76 -13.72  0.024
H: 18.70 5.51 -14.58  0.072
H: 17.98 6.91 -15.20  0.060
H: 17.34 5.56 -15.80  0.080
H: 17.52 5.52 -12.68  0.132
H: 15.65 7.13 -12.23  0.120
H: 15.63 7.51 -13.91  0.113
H: 16.15 9.72 -13.64  0.081
H: 17.42 9.27 -14.73  0.084
H: 17.78 10.18 -13.24  0.048
H: 16.49 4.24 -14.37  0.044
H: 15.34 5.07 -14.50  0.056
C: 21.39 9.23 -6.86  -0.053
C: 21.16 9.82 -5.51  -0.435
C: 19.85 10.64 -5.54  -0.204
O: 19.82 11.65 -6.53  -0.244
C: 20.92 12.52 -6.36  -0.092
N: 20.93 8.68 -4.63  0.018
H: 20.96 8.25 -7.01  0.089
H: 22.46 9.05 -6.93  0.088
H: 21.06 9.96 -7.60  0.058
H: 21.95 10.36 -4.99  0.140
H: 19.58 11.12 -4.59  0.122
H: 18.99 9.97 -5.61  0.121
H: 21.18 12.69 -5.32  0.100
H: 20.68 13.42 -6.93  0.093
H: 21.73 12.02 -6.90  0.087
H: 19.99 8.46 -4.34  0.066
H: 21.28 8.93 -3.72  0.064
C: 17.94 15.31 -17.27  -0.108
C: 18.55 14.41 -16.32  -0.449
C: 17.52 14.06 -15.21  -0.190
O: 18.08 13.18 -14.22  -0.185
C: 17.18 13.03 -13.12  -0.129
N: 18.84 13.19 -17.08  0.047
H: 18.29 16.33 -17.13  0.084
H: 16.85 15.32 -17.25  0.081
H: 18.06 15.14 -18.34  0.086
H: 19.48 14.87 -16.00  0.149
H: 16.68 13.53 -15.67  0.120
H: 17.04 14.93 -14.75  0.121
H: 16.94 14.03 -12.74  0.085
H: 17.71 12.43 -12.38  0.068
H: 16.22 12.64 -13.45  0.091
H: 19.29 12.71 -16.32  0.056
H: 17.94 12.72 -17.05  0.066
C: 25.77 9.06 -14.37  -0.050
C: 24.47 9.19 -15.24  -0.399
C: 24.00 10.68 -15.59  -0.115
O: 23.54 11.54 -14.46  -0.208
C: 22.28 11.28 -13.86  -0.107
N: 24.76 8.52 -16.52  0.002
H: 26.65 9.59 -14.74  0.075
H: 26.06 8.06 -14.05  0.067
H: 25.51 9.56 -13.44  0.062
H: 23.60 8.64 -14.88  0.101
H: 23.17 10.71 -16.29  0.106
H: 24.86 11.13 -16.09  0.119
H: 21.61 11.18 -14.71  0.070
H: 21.87 12.03 -13.18  0.090
H: 22.26 10.28 -13.43  0.051
H: 24.82 7.52 -16.35  0.066
H: 24.09 8.79 -17.22  0.059
C: 15.03 11.00 -6.34  -0.051
C: 14.35 12.25 -6.86  -0.416
C: 14.14 12.29 -8.46  -0.191
O: 15.32 12.52 -9.06  -0.280
C: 15.47 12.45 -10.46  -0.073
N: 13.17 12.64 -6.17  0.042
H: 16.01 10.77 -6.76  0.069
H: 14.47 10.08 -6.47  0.076
H: 15.27 11.10 -5.28  0.082
H: 15.08 13.05 -6.74  0.119
H: 13.65 13.16 -8.89  0.124
H: 13.61 11.41 -8.83  0.125
H: 16.47 12.74 -10.77  0.057
H: 14.87 13.23 -10.93  0.099
H: 15.22 11.44 -10.80  0.105
H: 12.61 13.31 -6.68  0.074
H: 12.56 11.83 -6.18  0.072
C: 23.00 7.85 -11.90  -0.040
C: 22.98 6.36 -12.27  -0.425
C: 23.39 5.55 -11.09  -0.239
O: 24.74 5.17 -11.22  -0.177
C: 24.84 3.93 -11.85  -0.124
N: 21.62 5.91 -12.66  0.048
H: 22.22 8.15 -11.19  0.077
H: 22.74 8.31 -12.85  0.034
H: 24.03 8.14 -11.69  0.093
H: 23.75 6.24 -13.04  0.130
H: 22.84 4.62 -10.94  0.111
H: 23.21 6.01 -10.12  0.133
H: 24.31 3.86 -12.80  0.086
H: 24.44 3.22 -11.12  0.085
H: 25.85 3.54 -12.02  0.087
H: 21.58 4.93 -12.90  0.059
H: 21.43 6.33 -13.56  0.056

Values from the calculation:
Frontier orbital gap, Ha: 0.3323
Charge: 0
Calculated total energy, eV: -59436.1541